[1]
Entry from the OMol25 dataset: a molecular structure, C33H38Cl2N5O2Os at a distorted geometry (ωB97M-V/def2-TZVPD).

## Properties
Total energy ... -73889.1613 eV
Total charge ... +1
Highest occupied orbital energy (spin up / spin down) ... -10.2 / -10.3 eV
Multiplicity ... 5
LUMO energy (spin up / spin down) ... -3.0 / -4.4 eV
Frontier orbital gap (spin up / spin down) ... 0.262 / 0.215 Eh
<S²> ... 6.07

The geometry in XYZ format:
```
81
Properties=species:S:1:pos:R:3:mulliken_charge:R:1
C -1.843 -3.104 -0.336 -0.85
H -1.253 -3.698 -3.894 0.57
C -2.134 -2.405 -1.671 -1.58
H -2.403 1.183 -0.651 0.43
C 2.998 1.655 -0.347 -1.34
H -0.991 2.857 3.917 0.48
H -1.584 0.326 -3.033 0.09
C 1.123 -1.697 5.495 0.04
C -0.833 1.579 2.219 -0.04
H -1.945 1.337 -4.429 0.43
N -1.368 -2.157 0.695 0.06
H 2.146 4.914 0.438 0.43
H -2.965 -2.312 2.102 0.57
H -3.978 1.652 -1.312 0.46
H -2.594 1.338 5.072 0.42
H 3.279 1.147 -1.273 0.36
H 3.395 3.592 -1.097 0.59
C -2.947 1.979 -1.166 -1.98
C 1.124 -1.016 -2.646 -0.02
H -0.852 -3.862 1.860 0.55
H -2.966 3.031 -2.998 0.80
H 2.415 -1.510 -4.272 0.53
C 2.535 3.080 -0.658 0.42
O 0.563 0.575 5.163 -0.69
C 1.524 4.264 -2.560 -1.02
H -2.620 -1.441 -1.486 0.16
N 0.073 1.372 -0.893 -0.18
C 2.154 3.840 0.622 -1.36
C -2.596 -0.077 3.457 -0.90
H 1.738 -0.208 -2.271 0.17
H 0.902 -3.332 -5.083 0.44
H 3.047 -1.005 -0.382 0.24
C 0.503 4.630 -3.427 -1.16
H 1.155 3.558 0.951 0.15
C 0.957 -2.834 1.314 0.63
H -0.094 2.174 1.707 0.05
C -2.313 2.296 -2.521 0.43
C -0.858 -2.190 -2.436 1.08
C -0.932 2.928 -2.465 0.56
H 4.700 -2.423 0.784 0.47
C 0.792 -0.449 4.520 0.19
C -1.327 1.946 3.448 -0.61
C -0.499 -2.845 1.668 -0.69
O 0.791 -0.709 3.299 -0.39
N -0.015 -1.248 -1.975 0.37
H 1.099 -1.357 6.524 0.39
Cl 2.729 -2.342 5.154 -0.17
H -3.274 0.614 -3.511 0.41
C -0.551 -2.952 -3.550 -0.92
Cl -0.119 -2.945 5.295 -0.20
H 2.861 3.631 1.426 0.43
H -2.948 2.860 -0.523 0.39
C -2.099 -0.354 2.201 0.61
H 0.645 5.432 -4.137 0.39
C 2.720 -1.777 0.302 -0.09
C 3.643 -2.583 0.938 -1.03
H -2.816 -3.014 -2.262 0.70
C -2.521 -1.574 1.428 -1.24
H -1.531 4.289 -3.978 0.45
C 1.488 -1.733 -3.765 -0.92
H -2.738 -3.626 0.017 0.47
H -3.288 -1.282 0.704 0.50
H 1.409 -4.493 2.591 0.47
C -0.716 3.973 -3.338 -0.91
C 3.176 -3.586 1.775 -0.45
N -1.219 0.461 1.591 0.58
H -0.539 -2.297 2.612 -0.46
N 1.404 -1.887 0.491 0.64
C 1.812 -3.725 1.945 -1.27
C 0.644 -2.735 -4.219 -0.63
H -1.070 -3.856 -0.497 0.57
Os -0.433 -0.299 -0.155 1.45
C -2.221 1.100 4.087 -0.58
H 2.233 1.083 0.166 -0.11
H 3.879 1.695 0.295 0.49
C -2.281 1.060 -3.430 -1.20
C 0.158 2.457 -1.626 0.58
H 3.864 -4.233 2.302 0.48
H -3.255 -0.785 3.940 0.55
H 2.458 4.812 -2.590 0.45
C 1.392 3.236 -1.651 0.79
```


[2]
Entry from the OMol25 dataset: a gas-phase ion, C4H10NO2 (charge -1) at a distorted geometry (ωB97M-V/def2-TZVPD).

## Properties
Total energy ... -9895.0891 eV
Total charge ... -1
SMILES ... CC[C@H]([O-])OCN
Highest occupied orbital energy ... -3.1 eV
LUMO energy ... 4.3 eV
Frontier orbital gap ... 0.271 Eh

The geometry in XYZ format:
```
17
Properties=species:S:1:pos:R:3:mulliken_charge:R:1
H -0.180 0.776 2.301 0.30
H 1.942 -0.601 -0.851 0.18
H -0.034 -1.214 -2.074 0.24
O 1.251 1.052 1.109 -0.90
H -0.348 1.281 -0.118 0.22
C 0.364 -0.237 -2.290 -1.05
H 0.931 -0.283 -3.212 0.36
C 0.528 0.639 0.132 0.15
H 1.901 1.068 -1.475 0.36
N -1.136 0.422 2.307 -0.64
H -1.125 -1.662 1.890 0.20
H -2.159 -0.650 0.858 0.23
C 1.280 0.233 -1.130 -0.50
H -1.402 0.095 3.219 0.21
O -0.177 -0.704 0.410 -0.28
C -1.193 -0.694 1.356 -0.36
H -0.443 0.479 -2.431 0.28
```


[3]
Entry from the OMol25 dataset: 10 unconnected molecules or ions with the total composition C4H30N2O9 at a distorted geometry (ωB97M-V/def2-TZVPD).

## Properties
Total energy ... -26041.3558 eV
Total charge ... 0
SMILES ... CNCCCN.O.O.O.O.O.O.O.O.O
Highest occupied orbital energy ... -9.2 eV
LUMO energy ... 0.4 eV
Frontier orbital gap ... 0.351 Eh

The geometry in XYZ format:
```
45
Properties=species:S:1:pos:R:3:mulliken_charge:R:1
N 2.460 -1.286 -0.801 -0.38
H -0.179 -1.761 3.054 0.35
H 2.415 -3.228 0.190 0.30
C 0.977 -1.220 -0.537 0.04
O -0.762 3.401 2.057 -0.63
C -1.332 -1.264 -1.506 -1.02
H 0.220 0.065 -2.106 0.18
C 0.133 -0.982 -1.806 -0.33
H -0.155 2.664 2.215 0.30
C 2.986 -2.665 -0.563 -0.89
H -1.146 0.364 -0.106 0.09
O -0.762 -1.018 3.225 -0.64
H -1.571 -2.177 -0.954 0.33
H -1.519 3.142 2.598 0.33
H 2.185 -1.668 3.683 0.26
H 2.562 1.374 1.313 0.27
H 1.565 1.170 2.519 0.29
O 1.637 1.475 1.611 -0.67
H 3.932 -2.560 -0.023 0.25
H 2.973 -3.067 -1.567 0.35
O -0.068 2.088 -2.121 -0.55
O 3.696 -0.199 1.367 -0.72
O -2.598 2.643 -0.134 -0.57
H -0.719 2.669 -1.709 0.27
H 4.527 -0.499 0.976 0.26
N -1.859 -0.194 -0.553 -0.31
H 0.560 -1.587 -2.611 0.41
H -3.493 2.543 0.208 0.27
H 3.101 -0.558 0.633 0.52
O -4.859 -0.131 0.752 -0.65
H -2.259 0.382 -1.284 0.27
H -2.000 -1.213 -2.354 0.46
H -2.178 3.351 0.376 0.30
H -3.967 -0.521 0.730 0.30
H -3.168 1.705 -3.656 0.28
H 1.772 -1.004 2.356 0.31
H 2.664 -0.863 -1.692 0.19
O -2.285 1.951 -3.371 -0.60
H 0.610 -2.127 -0.071 0.27
H -5.196 -0.638 0.000 0.31
H -0.801 -0.342 2.549 0.29
O 1.818 -1.850 2.813 -0.62
H 0.769 2.550 -2.014 0.23
H 0.929 -0.272 0.025 -0.01
H -1.615 1.353 -3.712 0.31
```


[4]
Entry from the OMol25 dataset: a single C3H7NOS molecule at a distorted geometry (ωB97M-V/def2-TZVPD).

## Properties
Total energy ... -17595.6170 eV
Total charge ... 0
SMILES ... CCN(O)C=S
Highest occupied orbital energy ... -8.6 eV
LUMO energy ... 0.7 eV
Frontier orbital gap ... 0.342 Eh

The geometry in XYZ format:
```
13
Properties=species:S:1:pos:R:3:mulliken_charge:R:1
H -1.178 0.587 -1.364 0.32
S 3.196 -0.028 0.209 -0.47
C 1.658 -0.526 -0.249 -0.02
H 1.675 1.677 0.189 0.29
C -0.764 -0.113 -0.622 -0.48
H -2.455 -0.812 0.618 0.32
H -0.727 -1.112 -1.131 0.28
O 0.743 1.635 -0.059 -0.36
H -0.881 -0.653 1.430 0.32
H 1.496 -1.559 -0.517 0.24
H -1.844 0.827 1.103 0.27
C -1.539 -0.191 0.706 -0.93
N 0.623 0.269 -0.313 0.21
```


Q: Among the records above, which one has the lowest total charge?
A: C4H10NO2